(1)
Formula: C18H22N4OS
Source: the Open Molecules 2025 dataset
Level of theory: the ωB97M-V functional and the def2-TZVPD basis

Last column: Mulliken charge in e.
Positions of all 46 atoms, in Å:
C  -5.1617  -0.4527  0.5768  -1.55
C  -4.0531  -1.3470  0.0353  1.45
C  -4.3898  -2.8194  0.2023  -1.63
H  -4.4605  -3.0688  1.2595  0.37
H  -5.3425  -3.0386  -0.2713  0.42
H  -3.6282  -3.4439  -0.2581  0.45
C  -2.6997  -0.9882  0.6600  -1.23
N  -2.1480  0.0993  -0.1099  0.14
C  -2.5957  0.2419  -1.3933  0.58
N  -2.1986  1.1021  -2.2357  -0.62
C  -1.2052  2.0228  -1.8947  0.42
O  -0.7742  2.8097  -2.7117  -0.67
C  -0.7230  1.9417  -0.5215  0.82
C  -1.1788  0.9801  0.3249  0.22
N  -0.7475  0.8587  1.6288  -0.11
H  -0.6019  -0.0880  1.9482  0.35
C  0.2565  1.8433  2.0592  -0.91
N  1.1417  2.3081  1.0377  0.21
C  2.2548  1.4550  0.6851  -0.75
H  2.9238  2.0506  0.0581  0.30
C  1.9386  0.1397  -0.0612  0.24
C  3.2210  -0.5307  -0.4557  -0.11
C  3.8491  -1.4243  0.4024  -0.28
C  5.0532  -2.0095  0.0535  -0.63
C  5.6468  -1.7046  -1.1591  -0.41
C  5.0298  -0.8128  -2.0201  -0.65
C  3.8259  -0.2290  -1.6695  -0.28
H  3.3447  0.4635  -2.3452  0.41
H  5.4872  -0.5723  -2.9685  0.38
H  6.5861  -2.1618  -1.4328  0.38
H  5.5288  -2.7054  0.7295  0.37
H  3.3899  -1.6677  1.3511  0.36
H  1.3599  -0.5245  0.5857  0.17
H  1.3488  0.3659  -0.9513  0.22
H  2.7906  1.2183  1.6100  0.30
C  0.3847  2.8594  -0.0724  -1.72
H  -0.0346  3.8227  0.2447  0.39
H  1.0456  3.0561  -0.9178  0.29
H  -0.3013  2.7128  2.4319  0.28
H  0.8289  1.4130  2.8827  0.40
S  -3.8230  -0.9501  -1.7696  -0.21
H  -2.0226  -1.8535  0.6243  0.25
H  -2.8309  -0.6763  1.7000  0.44
H  -6.0815  -0.6235  0.0236  0.40
H  -4.8921  0.5967  0.4755  0.39
H  -5.3423  -0.6691  1.6285  0.38

Atomic forces in eV per Å
C 0.1037 -0.0391 -0.0381
C -0.0010 0.1540 -0.4343
C 0.1376 0.1534 -0.1047
H -0.0552 -0.0349 0.1140
H -0.1314 -0.0761 0.0064
H 0.0593 -0.0762 -0.0033
C -0.0030 -0.3730 0.0991
N 0.1700 0.3369 0.1037
C -0.0017 -0.0804 0.0644
N -0.3252 0.0449 -0.6893
C -0.0550 -0.3025 0.5075
O 0.1718 0.2187 -0.0492
C 0.1140 0.0227 0.1209
C 0.0241 0.3353 -0.2597
N -0.1672 -0.3275 0.0397
H 0.0389 0.0345 -0.0523
C 0.0117 0.3699 0.1921
N -0.0350 0.0874 0.1577
C -0.0890 -0.1369 -0.0519
H 0.0699 -0.0796 0.0511
C 0.1665 0.2068 0.0419
C -0.1204 -0.0719 0.0000
C -0.0109 0.0243 -0.0166
C 0.0776 -0.0608 0.0606
C 0.0907 -0.0465 -0.0242
C 0.0715 0.0210 -0.0696
C -0.0104 -0.0122 0.0377
H -0.0703 0.0778 -0.0848
H 0.0367 0.0154 -0.0802
H 0.0715 -0.0375 -0.0257
H 0.0399 -0.0555 0.0452
H -0.0677 -0.0223 0.0877
H -0.0454 0.0035 -0.0611
H -0.0226 -0.0627 0.0414
H 0.0809 -0.0034 -0.0667
C -0.1356 0.1091 -0.0264
H 0.0731 -0.0052 -0.1406
H -0.0132 0.0217 0.0312
H 0.1192 -0.1334 0.0087
H -0.0900 -0.0017 -0.0279
S -0.0725 -0.2995 0.3760
H -0.0886 0.0615 0.0398
H -0.0002 -0.0470 -0.0563
H -0.0898 0.0154 -0.0188
H -0.0125 0.0964 0.0081
H -0.0146 -0.0250 0.1472

Kohn-Sham gap = 8.502 eV
Highest occupied orbital energy = -8.267 eV
Relative energy (zero: lowest compared OMol25 entry of this formula, charge and spin) = 16.7 kJ/mol
Calculated total energy = -1391.586958 hartree

(2)
Formula: C17H25N5O3
Source: the Open Molecules 2025 dataset
Level of theory: the ωB97M-V functional and the def2-TZVPD basis

Last column: Mulliken charge in e.
Positions of all 50 atoms, in Å:
O  0.7785  3.1175  -2.6223  -0.69
O  0.1126  -1.2847  4.9162  -0.62
O  2.7084  0.2821  3.0734  -0.66
N  -2.8288  1.9527  -3.8627  -0.67
C  -0.3094  2.7900  -3.0718  0.43
C  0.0989  -2.3764  4.3707  0.70
C  2.5275  -0.9298  3.1316  0.31
C  -2.5383  2.2087  -2.6252  0.36
C  -1.1721  2.0330  -7.1630  -0.39
C  0.1182  2.4486  -6.8139  -0.53
C  -2.1459  1.8760  -6.1687  -0.21
C  0.4313  2.7066  -5.4740  -0.51
C  -1.8434  2.1302  -4.8295  0.01
C  -0.5527  2.5474  -4.4844  0.31
N  -3.5443  2.0052  -1.7509  -0.39
N  -1.3369  2.6740  -2.1841  -0.11
N  3.3025  -1.7108  3.8961  -0.12
N  0.6707  -2.6247  3.1896  -0.15
C  -0.5969  -3.5401  5.0361  -1.30
C  4.4247  -1.2164  4.6907  -0.93
C  -1.8795  -0.4061  0.4329  -1.28
C  1.1209  -0.0427  0.3950  -1.58
C  -0.9055  -1.3347  1.1708  -0.49
C  0.4142  -0.6567  1.6234  0.67
C  1.3832  -1.6301  2.3576  -0.35
H  -1.4189  1.8308  -8.2014  0.37
H  0.8781  2.5697  -7.5805  0.39
H  -3.1493  1.5534  -6.4238  0.43
H  1.4327  3.0285  -5.1954  0.44
H  -4.4215  1.8241  -2.2290  0.27
H  -3.5614  2.6145  -0.9429  0.24
H  -1.1049  2.6400  -1.2035  0.27
H  3.0687  -2.6874  3.9510  0.27
H  0.5676  -3.5541  2.8171  0.26
H  -1.3591  -3.9378  4.3690  0.35
H  -1.0668  -3.1879  5.9541  0.34
H  0.1335  -4.3100  5.2755  0.32
H  4.0613  -0.4909  5.4223  0.30
H  4.9169  -2.0398  5.2090  0.34
H  5.1424  -0.7166  4.0369  0.28
H  -1.4984  -0.1647  -0.5595  0.20
H  -2.0240  0.5112  1.0044  0.33
H  -2.8408  -0.9071  0.3187  0.42
H  2.0905  0.3713  0.6687  0.46
H  1.2661  -0.7990  -0.3769  0.38
H  0.5306  0.7777  -0.0113  0.20
H  -0.6773  -2.1853  0.5270  0.36
H  -1.4374  -1.7034  2.0476  0.25
H  0.1524  0.1475  2.3136  0.25
H  1.8810  -2.2032  1.5761  0.47

Atomic forces in eV per Å
O 0.1387 -0.0866 -0.1605
O 0.2733 0.0757 -0.4176
O -0.0909 -0.7226 -0.3129
N 0.4538 0.1678 -0.3087
C 2.6851 0.8825 0.2639
C -0.7151 0.7799 1.4867
C -0.5204 1.6452 0.3582
C -0.8641 -0.2142 -1.6577
C -0.4038 0.0026 0.8784
C 0.1353 0.1099 0.6738
C 0.3564 -0.0065 -0.8522
C -0.1708 -0.1084 -0.4111
C -0.1154 -0.1683 0.2640
C -0.4655 -0.1170 -0.4941
N -0.3126 0.1352 1.2746
N -1.3265 -0.7188 -0.1072
N 0.3746 -1.1023 0.2003
N 1.1269 -0.2458 -1.1833
C 0.0069 0.0364 -0.0752
C -0.3952 0.3487 -0.3045
C 0.5097 -0.2861 0.0714
C 0.0288 -0.0136 0.6365
C 0.1951 0.2885 0.3955
C 0.0321 0.1944 -0.3446
C -0.7287 -0.1325 -0.0305
H 0.0138 0.0266 0.1551
H -0.0984 -0.0032 0.1404
H 0.0787 0.0229 0.0589
H -0.2540 -0.0613 0.0490
H 0.2479 0.1548 0.3300
H -0.2694 -0.2496 -0.0858
H 0.1640 0.2018 0.0224
H 0.0145 0.0329 0.0506
H -0.0091 0.0781 -0.0589
H -0.0433 -0.2307 0.0070
H 0.1000 -0.0206 -0.1558
H -0.0611 -0.2163 -0.0012
H 0.1032 -0.0403 -0.0350
H -0.1755 0.0002 -0.1417
H -0.0125 -0.0159 0.1180
H -0.1285 0.1297 -0.0168
H -0.0727 0.0947 -0.0392
H -0.0201 0.1125 -0.0543
H -0.0248 -0.0234 0.0097
H -0.0382 -0.0429 -0.1365
H 0.0120 -0.0543 -0.1085
H 0.0347 -0.1990 -0.0228
H 0.0972 -0.1946 0.0829
H 0.0895 0.0080 0.0856
H 0.0443 -0.2541 -0.0962

Kohn-Sham gap = 8.687 eV
Highest occupied orbital energy = -8.227 eV
Relative energy (zero: lowest compared OMol25 entry of this formula, charge and spin) = 43.4 kJ/mol
Calculated total energy = -1162.380389 hartree

(3)
Formula: C12H29NO4PPtS3
Source: the Open Molecules 2025 dataset
Level of theory: the ωB97M-V functional and the def2-TZVPD basis

Last column: Löwdin spin population.
Positions of all 51 atoms, in Å:
Pt  -0.0048  -1.0220  -0.1195  0.66
C  2.8867  0.9432  4.0534  0.00
C  3.4815  0.4710  2.7514  0.00
O  3.2421  -0.9756  2.5563  0.00
P  1.9600  -1.5847  1.9444  0.01
S  2.1489  -1.5684  -0.1239  0.11
S  -0.0070  -1.0469  2.0682  0.02
O  2.0359  -3.0847  2.2872  0.00
C  2.3875  -3.7071  3.5888  0.00
C  3.8536  -4.0503  3.6308  0.00
H  3.1707  1.9814  4.2208  0.00
H  3.2620  0.3491  4.8858  0.00
H  1.7968  0.8766  4.0366  0.00
H  4.5629  0.5685  2.7495  0.00
H  3.0830  1.0156  1.8944  0.00
H  1.7656  -4.5954  3.6336  0.00
H  2.1058  -3.0349  4.3991  0.00
H  4.1469  -4.5942  2.7335  0.00
H  4.0355  -4.6946  4.4908  0.00
H  4.4758  -3.1619  3.7239  0.00
C  0.8160  4.7123  -1.8023  0.00
C  0.1580  3.7624  -0.8093  0.01
S  -0.3532  2.2227  -1.6126  0.01
O  -0.2317  1.1961  -0.4565  0.11
C  -2.1381  2.4986  -1.7716  0.00
C  -2.8705  2.4713  -0.4393  0.00
H  1.1641  5.5946  -1.2669  0.00
H  0.1186  5.0464  -2.5706  0.00
H  1.6800  4.2574  -2.2851  0.00
H  -0.7204  4.2052  -0.3437  0.00
H  0.8475  3.4351  -0.0329  0.00
H  -2.4847  1.7040  -2.4351  0.00
H  -2.2477  3.4528  -2.2922  0.00
H  -2.6200  1.5743  0.1249  0.00
H  -3.9452  2.4796  -0.6175  0.00
H  -2.6310  3.3381  0.1736  0.00
C  -0.7450  -1.5627  -3.1445  0.00
N  -2.1797  -1.3782  -2.9317  0.01
C  -3.0034  -0.9962  -4.0864  0.00
C  -2.6754  -1.5834  -1.7189  0.00
C  -4.1469  -1.5400  -1.4623  0.00
O  -1.9092  -1.8578  -0.7476  0.04
H  -0.5415  -1.6437  -4.2080  0.00
H  -0.4125  -2.4839  -2.6643  0.00
H  -0.1714  -0.7100  -2.7533  0.00
H  -2.3730  -0.4965  -4.8169  0.00
H  -3.7903  -0.3089  -3.7897  0.00
H  -3.4509  -1.8711  -4.5577  0.00
H  -4.7524  -1.6498  -2.3557  0.00
H  -4.3992  -0.6045  -0.9587  0.00
H  -4.3805  -2.3488  -0.7721  0.00

Atomic forces in eV per Å
Pt -1.1800 0.1134 -2.7218
C -0.0869 -0.2494 -0.0203
C 0.1460 0.3270 0.1192
O -0.5831 0.8896 0.7196
P 1.1302 -1.9520 -0.9080
S -0.2008 0.5458 1.0076
S 0.7238 0.6620 1.2506
O 0.1784 -0.2928 0.4758
C 0.1826 -0.1041 0.1300
C 0.0124 0.0451 -0.1236
H -0.0319 0.0136 -0.0151
H 0.0310 0.0331 0.0061
H 0.0155 0.0774 0.0310
H 0.0169 -0.1391 -0.0621
H -0.0283 -0.1259 -0.0751
H -0.0817 0.0443 -0.0827
H -0.0901 0.0700 -0.0756
H -0.0244 -0.0410 0.0273
H 0.0103 0.0268 0.0216
H 0.0032 -0.0061 0.0053
C 0.0011 -0.0179 -0.0092
C 0.0282 0.1080 -0.1565
S -0.1765 -0.2393 0.2283
O -0.1303 -0.3828 0.0327
C 0.0185 -0.0269 0.0768
C 0.0370 0.0231 -0.0194
H -0.0482 0.0133 0.0019
H 0.0141 -0.0080 -0.0075
H -0.0286 -0.0250 -0.0133
H 0.0380 -0.0345 0.0956
H 0.0081 -0.0388 0.0064
H 0.0145 0.0439 -0.0591
H 0.0205 -0.0415 -0.0788
H -0.0216 -0.0068 0.0030
H 0.0102 0.0382 -0.0274
H -0.0342 -0.0132 0.0306
C -0.0448 -0.1287 0.1520
N 0.0889 0.0939 0.1062
C -0.0767 -0.0564 -0.0551
C -0.0867 0.0877 -0.1794
C -0.0091 -0.1328 -0.0030
O 0.1375 0.6225 0.2122
H 0.0050 0.0612 0.0002
H -0.0110 -0.0046 -0.0340
H 0.0204 0.0639 -0.0859
H 0.0296 0.0151 0.0371
H 0.0102 0.0072 0.0128
H 0.0209 -0.0164 0.0141
H -0.0011 0.0211 0.0102
H 0.0170 0.0202 -0.0308
H 0.0059 0.0163 0.0295

Kohn-Sham gap (spin up / spin down) = 7.179 / 6.694 eV
Highest occupied orbital energy (spin up / spin down) = -15.623 / -15.334 eV
Multiplicity = 2
Relative energy (zero: lowest compared OMol25 entry of this formula, charge and spin) = 216.7 kJ/mol
Calculated total energy = -2485.038241 hartree
Net charge = +2

(4)
Formula: C12H46N4O16
Source: the Open Molecules 2025 dataset
Level of theory: the ωB97M-V functional and the def2-TZVPD basis

Last column: Mulliken charge in e.
Positions of all 78 atoms, in Å:
C  -8.2061  -8.4761  22.5558  0.72
O  -9.2636  -8.3840  23.1731  -0.74
N  -7.6504  -9.6319  22.4365  -0.33
N  -7.6319  -7.5188  21.9165  -0.32
H  -6.8025  -9.7421  21.8988  0.14
H  -8.0873  -10.4637  22.8069  0.17
H  -6.7898  -7.5699  21.3612  0.15
H  -8.0723  -6.6120  21.8557  0.20
C  -10.6105  -10.9590  28.6851  0.65
O  -10.0140  -10.1639  29.4283  -0.69
N  -10.5590  -11.0215  27.3976  -0.33
N  -11.2127  -11.9559  29.2170  -0.44
H  -10.3179  -10.1883  26.8802  0.21
H  -10.9855  -11.8324  26.9728  0.17
H  -11.1755  -11.9466  30.2263  0.24
H  -11.9750  -12.3612  28.6929  0.20
C  -8.3730  -5.1218  28.2705  -0.40
C  -8.9524  -4.1204  27.2344  -0.36
O  -9.7716  -4.6819  26.1119  -0.47
O  -7.8268  -6.3175  27.6910  -0.47
H  -9.1429  -5.3459  29.0088  0.32
H  -7.5858  -4.5670  28.7810  0.25
H  -8.2108  -3.5608  26.6645  0.28
H  -9.5079  -3.3800  27.8100  0.31
H  -10.5586  -5.0502  26.5201  0.26
H  -8.2995  -7.1257  27.9028  0.28
C  -5.5221  -8.5917  17.3278  -0.29
C  -4.5279  -8.1318  16.2099  -0.61
O  -3.4208  -7.3398  16.7209  -0.50
O  -5.0206  -9.5561  18.2262  -0.48
H  -6.3144  -9.1053  16.7832  0.28
H  -5.9407  -7.6904  17.7756  0.25
H  -5.0093  -7.4162  15.5434  0.36
H  -4.1552  -8.9248  15.5615  0.38
H  -2.8356  -7.1961  15.9736  0.30
H  -4.1620  -9.9040  17.9747  0.30
C  -10.5877  -13.7700  22.0505  -0.38
C  -9.9836  -13.9013  20.6556  -0.38
O  -9.4339  -15.1680  20.3654  -0.52
O  -9.5356  -13.6298  23.0173  -0.50
H  -11.3066  -14.5486  22.3057  0.34
H  -11.1649  -12.8476  21.9866  0.29
H  -9.2774  -13.0729  20.6007  0.27
H  -10.8310  -13.8689  19.9707  0.29
H  -8.4827  -15.0484  20.4142  0.31
H  -9.1902  -14.4927  23.2575  0.27
C  -3.0284  -13.2099  25.6070  -0.35
C  -4.1545  -12.1702  25.1712  -0.19
O  -4.7741  -11.4698  26.2492  -0.52
O  -2.3945  -13.9643  24.5022  -0.53
H  -3.4915  -13.9615  26.2463  0.29
H  -2.2008  -12.7304  26.1298  0.25
H  -4.8822  -12.6687  24.5309  0.23
H  -3.6892  -11.4014  24.5543  0.21
H  -5.3738  -10.8038  25.9051  0.31
H  -2.1064  -14.7982  24.8807  0.31
C  -1.9511  -6.4764  23.5912  -0.34
C  -1.6204  -6.8436  22.1595  -0.36
O  -1.9939  -5.7497  21.2759  -0.52
O  -0.9713  -5.4912  23.9754  -0.53
H  -1.9267  -7.3610  24.2276  0.29
H  -2.9841  -6.1286  23.5939  0.29
H  -2.2027  -7.7168  21.8652  0.31
H  -0.5719  -7.1049  22.0164  0.29
H  -2.0002  -6.0891  20.3779  0.28
H  -1.1513  -4.9702  24.7614  0.29
O  -11.1908  -2.7153  18.5086  -0.65
H  -10.5717  -2.9915  19.1844  0.32
H  -11.9981  -3.1860  18.7160  0.32
O  -9.2565  -2.9687  22.1750  -0.63
H  -9.6940  -3.4398  22.8841  0.33
H  -8.7481  -2.2884  22.6166  0.31
O  -13.8840  -7.2700  22.3387  -0.64
H  -13.8274  -8.0615  21.8034  0.32
H  -13.0652  -7.2566  22.8344  0.33
O  -5.0560  -14.2289  19.6666  -0.61
H  -4.4869  -13.4593  19.6583  0.30
H  -4.4554  -14.9708  19.7387  0.32

Atomic forces in eV per Å
C -3.7818 -0.4801 1.7355
O -0.5670 0.8054 0.3874
N 2.8506 -4.4915 -0.5249
N 1.9513 4.6746 -2.3744
H -0.2335 -0.2089 0.1288
H 0.0248 0.3944 -0.0014
H -0.1996 -0.4745 0.2786
H -0.1159 -0.2882 0.3680
C 3.2426 3.1267 2.9421
O -0.1700 0.6214 -0.9572
N 0.0296 0.6913 -4.1459
N -2.8442 -3.9055 2.2491
H -0.0036 -0.4383 -0.1774
H 0.2652 0.5777 -0.5005
H -0.4823 -0.2969 -0.2201
H -0.0054 -0.3025 0.7237
C -0.3980 -0.4605 -1.1093
C -0.4600 -0.7457 -1.5018
O 0.8928 0.6318 1.9677
O 0.3082 0.9560 0.0225
H -0.0632 -0.1785 0.0136
H 0.1864 -0.1360 0.1149
H 0.3804 -0.2850 0.3203
H -0.3131 0.0569 -0.0416
H -0.1862 -0.1649 -0.0726
H -0.3420 0.3205 0.2673
C 1.0945 -0.2343 -2.2667
C 0.0623 1.2274 0.4571
O -0.3124 -0.9308 0.4447
O 0.0113 0.2701 0.9083
H -0.3616 0.2984 -0.1661
H 0.2328 -0.2258 0.6210
H -0.8700 -0.3475 -0.0667
H -0.0197 -0.4918 0.3504
H 0.1286 0.0992 0.0414
H 0.0363 0.3486 -0.2603
C 0.7589 0.0656 -0.3765
C -1.5921 -0.5972 0.4963
O 0.9314 0.0803 0.3964
O -0.5874 0.2986 0.0774
H 0.2152 -0.3193 -0.0123
H 0.1618 0.2762 0.5193
H 0.0367 -0.0527 -0.6170
H 0.0591 0.8648 -0.2948
H 0.1999 -0.4058 -0.0528
H -0.1147 -0.1434 -0.1449
C -0.3562 -0.2569 -0.2272
C 1.1618 0.0390 -0.8150
O 0.5321 -1.0885 0.5405
O -1.1405 1.2652 0.3190
H -0.0897 0.2325 0.3063
H -0.3458 0.3225 0.2166
H -0.1266 -0.3134 0.1484
H 0.3448 -0.1448 -0.3356
H 0.0513 -0.0631 -0.1976
H -0.0491 0.0230 0.0285
C 0.6151 0.6335 -0.3112
C -0.5557 0.3356 -0.7733
O 0.2374 -0.4833 0.7876
O -0.1131 -0.4429 -0.3762
H 0.2951 -0.1130 0.0916
H 0.0049 0.4604 0.1441
H -0.1513 -0.2270 0.1768
H 0.1732 0.1855 0.2563
H 0.0326 -0.0173 -0.0628
H -0.5665 -0.3459 0.0485
O 0.0203 0.1194 -0.2507
H 0.2146 -0.0138 0.2657
H -0.2140 -0.0931 0.0437
O -0.0099 -0.0707 -0.3373
H -0.1404 -0.1880 0.2625
H 0.1348 0.1764 0.0733
O -0.2356 0.1574 0.0002
H 0.0109 -0.1803 -0.1384
H 0.2796 0.0183 0.1406
O -0.2817 -0.0149 -0.0188
H 0.0996 0.2301 0.0128
H 0.1303 -0.2219 0.0344

Kohn-Sham gap = 9.474 eV
Highest occupied orbital energy = -9.567 eV
Relative energy (zero: lowest compared OMol25 entry of this formula, charge and spin) = 317.2 kJ/mol
Calculated total energy = -1907.539781 hartree